Here is a structure of composition C37H52Br6N10O15 from the Open Molecules 2025 dataset. Energies are from ωB97M-V/def2-TZVPD.

Geometry as XYZ:
```
120
Properties=species:S:1:pos:R:3:lowdin_charge:R:1
Br -5.283 3.841 1.180 0.54
Br -3.047 1.346 0.909 0.62
Br 2.209 -1.066 -5.897 0.58
Br -6.141 0.788 0.350 0.58
Br -0.242 -2.556 -7.266 0.59
Br -0.821 -0.485 -4.665 0.69
O 1.092 -0.851 -0.927 -0.03
O 1.342 0.944 3.706 0.02
O -3.058 -2.373 -0.214 0.04
O 1.183 -7.673 -0.521 0.04
O 2.518 5.932 4.507 0.03
O -1.178 6.424 -1.316 0.02
O -1.049 -0.322 8.462 0.02
O 4.420 -2.012 3.663 0.07
O 3.072 -2.544 -1.379 0.00
O 3.798 1.481 2.356 0.04
O -1.574 2.876 -5.486 0.04
O 1.639 -4.584 -5.425 -0.02
O -5.011 0.252 -4.201 0.05
O -2.787 -4.618 -2.109 0.04
O -1.088 3.904 0.844 -0.03
N -1.510 -1.686 1.220 0.19
N -4.012 0.274 -2.232 0.12
N 3.735 2.609 0.400 0.18
N -0.552 0.637 -1.331 0.20
N -3.097 -2.859 1.912 0.19
N 3.882 -3.191 1.802 0.16
N 0.785 0.942 0.424 0.22
N -4.725 -1.540 -3.008 0.20
N 3.729 3.687 2.252 0.20
N 3.597 -1.086 1.867 0.17
C -0.845 -3.448 -2.939 -0.06
C -0.714 3.471 -3.316 -0.02
C -0.004 3.811 2.981 -0.03
C -2.592 -2.310 0.885 -0.82
C 0.523 -4.484 -4.605 -0.35
C -1.254 5.535 -2.363 -0.32
C 1.544 5.502 3.621 -0.36
C 2.955 -6.207 -1.192 0.00
C -1.489 3.750 -4.469 -0.31
C 0.969 4.260 3.836 -0.02
C 0.221 5.756 1.734 0.00
C 0.261 -3.400 -3.785 -0.10
C 0.431 0.188 -0.599 -0.70
C 4.034 -2.072 2.551 -0.80
C 1.201 6.281 2.585 -0.02
C -0.311 4.471 1.831 -0.31
C 0.762 -5.287 -0.684 -0.04
C 3.696 2.485 1.719 -0.72
C 1.574 0.470 6.034 -0.01
C 0.291 -0.841 -6.308 -1.35
C -0.583 0.607 5.013 -0.04
C 3.451 -4.933 -1.543 -0.02
C 0.916 0.078 7.212 -0.01
C -1.239 0.420 6.140 -0.03
C -0.513 4.388 -2.331 -0.04
C -1.259 -5.612 -3.589 -0.04
C -2.070 5.848 -3.457 -0.02
C -4.550 -0.343 -3.271 -0.87
C -1.585 -4.605 -2.773 -0.36
C 1.590 -6.397 -0.793 -0.30
C 2.630 -3.848 -1.282 -0.31
C -2.232 4.921 -4.459 0.00
C -4.914 1.894 1.436 -1.42
C 0.811 0.744 4.946 -0.33
C 1.279 -4.041 -0.815 -0.03
C -0.274 -5.636 -4.537 0.02
C -0.479 0.124 7.276 -0.30
H 3.625 3.521 -0.020 0.12
H -3.892 -3.478 1.832 0.14
H -0.116 2.577 -3.219 0.09
H -3.575 -0.213 -1.463 0.02
H 3.695 -0.157 2.249 0.04
H 0.470 -7.699 0.122 0.10
H -0.277 -5.347 -0.393 0.12
H -0.028 6.422 0.921 0.10
H -5.026 1.639 2.490 -0.02
H -0.701 0.060 -2.146 0.03
H 0.084 4.211 -1.449 0.11
H -1.265 0.736 4.186 0.11
H 1.585 0.635 0.959 0.09
H 2.651 0.393 5.995 0.13
H 2.301 0.952 3.680 0.07
H 1.677 7.246 2.492 0.13
H 2.386 -4.098 -5.067 0.08
H -1.085 1.364 -0.876 0.04
H 4.189 1.779 0.044 0.13
H 0.287 -0.010 -7.014 -0.03
H 3.516 3.893 3.217 0.10
H 0.601 -3.205 -0.723 0.09
H 3.072 5.299 4.969 0.10
H -2.291 0.282 6.345 0.13
H -1.253 4.607 0.211 0.06
H 3.351 -3.146 0.944 0.06
H -0.543 -0.957 8.973 0.10
H -2.819 -2.614 2.852 0.12
H -4.261 -1.958 -2.215 0.09
H -1.629 7.250 -1.507 0.11
H 2.406 -1.857 -1.294 0.02
H -0.857 -1.216 0.609 0.08
H 0.839 -2.496 -3.903 0.03
H 0.120 1.638 0.731 0.08
H 4.503 -4.965 -1.784 0.11
H -0.747 2.394 -5.554 0.07
H -1.270 -2.537 -2.545 0.08
H 3.650 4.492 1.647 0.11
H -0.468 2.844 3.108 0.10
H -1.922 -6.449 -3.428 0.13
H 1.492 -0.030 8.119 0.11
H -2.755 -3.980 -1.392 0.04
H 3.626 -7.051 -1.259 0.11
H -1.136 -1.845 2.144 0.12
H 4.439 -3.996 2.052 0.11
H -5.262 -2.084 -3.669 0.14
H -2.821 5.311 -5.276 0.12
H 3.328 -1.243 0.906 0.09
H -2.654 6.753 -3.386 0.12
H -0.113 -6.486 -5.184 0.12
H 1.105 3.546 4.635 0.12
H -4.288 1.246 -2.236 0.10
```

Values from the calculation:
maximum force	8.75	eV/A
LUMO level	-0.92	eV
ΔE to the lowest compared entry with this formula, charge and spin	0.0000	eV
charge	0
molar mass	1356.3	g mol⁻¹
electronic energy	-18561.3681	hartree



Here is a cluster of 2 separate species, C4H14NOS in total from the Open Molecules 2025 dataset. Energies are from ωB97M-V/def2-TZVPD.

Geometry as XYZ:
```
21
Properties=species:S:1:pos:R:3:lowdin_charge:R:1
S -1.005 -2.688 -1.143 1.15
O -0.977 3.231 -0.883 -0.04
N -0.828 0.606 0.406 0.22
C 0.938 0.195 2.070 -0.01
C 0.507 -1.648 -1.449 -0.36
C 0.108 -0.467 0.957 -0.33
C 1.094 -0.917 -0.166 -0.16
H 1.280 -2.318 -1.810 0.12
H 1.835 -1.608 0.221 0.13
H -0.831 4.015 -1.437 0.09
H -0.461 -1.326 1.288 0.13
H -1.528 -2.614 -2.422 0.01
H 0.475 0.056 3.046 0.10
H -1.374 0.215 -0.359 0.14
H 1.511 0.020 -0.543 0.14
H -1.919 3.082 -0.956 0.05
H 0.067 -0.872 -2.079 0.09
H 1.810 -0.453 2.233 0.10
H 1.332 1.179 1.831 0.11
H -0.534 1.526 0.035 0.13
H -1.500 0.784 1.161 0.19
```

Values from the calculation:
2S+1	2
⟨S²⟩	0.75
maximum force	2.72	eV/A
LUMO level (alpha / beta)	-7.74 / -12.90	eV
ΔE to the lowest compared entry with this formula, charge and spin	0.7701	eV
charge	+2
molar mass	124.2	g mol⁻¹
electronic energy	-688.2567	hartree



Here is a structure of composition C2H2NO2 from the Open Molecules 2025 dataset. Energies are from ωB97M-V/def2-TZVPD.

Geometry as XYZ:
```
7
Properties=species:S:1:pos:R:3:lowdin_charge:R:1
O 1.234 -1.410 -0.010 -0.44
O 2.118 1.182 0.220 0.04
N 0.077 0.193 -0.271 -0.05
C 1.181 0.451 0.159 -0.50
C -1.190 0.040 -0.073 -0.13
H -1.706 -0.253 0.944 0.07
H -1.714 -0.203 -0.969 0.01
```

Values from the calculation:
maximum force	5.47	eV/A
LUMO level (alpha / beta)	4.37 / 4.41	eV
ΔE to the lowest compared entry with this formula, charge and spin	5.0371	eV
charge	-1
molar mass	72.0	g mol⁻¹
electronic energy	-282.5062	hartree



Here is a cluster of 8 separate species, C3H20NO10 in total from the Open Molecules 2025 dataset. Energies are from ωB97M-V/def2-TZVPD.

Geometry as XYZ:
```
34
Properties=species:S:1:pos:R:3:lowdin_charge:R:1
O 0.843 -0.536 -2.626 -0.08
O -0.048 -1.818 -0.379 -0.02
O 2.907 0.053 2.526 -0.06
O -2.354 -3.113 -0.337 -0.09
O -3.500 -1.370 1.678 -0.09
O 1.232 0.007 -0.188 -0.18
O 3.472 -1.514 -0.588 -0.09
O -0.182 1.913 -1.866 -0.06
O -2.522 1.180 -0.553 -0.10
O 3.257 1.713 -0.267 -0.07
N -0.746 -0.158 0.989 0.10
C -0.768 1.282 1.142 -0.17
C -2.092 1.854 0.611 -0.25
C 0.183 -0.684 0.067 -0.67
H 0.049 1.749 0.674 0.08
H -1.648 -0.564 0.852 0.07
H 2.972 1.994 -1.151 0.04
H -0.747 1.532 2.184 0.11
H 2.524 1.109 -0.069 -0.04
H 2.476 0.167 1.636 0.02
H -1.915 2.929 0.491 0.11
H -1.866 1.336 -1.274 0.06
H 1.625 -0.450 -2.066 0.03
H 2.943 -0.879 2.668 0.01
H -0.035 1.090 -2.361 0.02
H 0.399 -1.298 -2.215 0.03
H -2.149 -2.463 -1.022 0.03
H -3.298 -2.262 1.294 0.03
H 0.423 1.769 -1.124 0.01
H -3.793 -0.874 0.893 0.03
H -1.475 -3.551 -0.229 0.06
H 4.112 -0.806 -0.399 0.03
H 2.639 -1.070 -0.298 -0.02
H -2.918 1.734 1.306 0.11
```

Values from the calculation:
maximum force	2.35	eV/A
LUMO level	3.11	eV
ΔE to the lowest compared entry with this formula, charge and spin	0.0000	eV
charge	-1
molar mass	230.2	g mol⁻¹
electronic energy	-933.5966	hartree



Here is a structure of composition BrClN2O2 from the Open Molecules 2025 dataset. Energies are from ωB97M-V/def2-TZVPD.

Geometry as XYZ:
```
6
Properties=species:S:1:pos:R:3:lowdin_charge:R:1
Br -1.887 0.782 0.313 0.66
Cl -1.319 -2.045 0.062 0.50
O 2.279 0.014 -0.408 0.12
O 0.835 1.356 0.639 0.00
N -1.171 -0.555 -0.633 -1.03
N 1.262 0.447 0.026 -0.25
```

Values from the calculation:
2S+1	3
⟨S²⟩	2.01
maximum force	1.74	eV/A
LUMO level (alpha / beta)	0.02 / -1.92	eV
ΔE to the lowest compared entry with this formula, charge and spin	0.0000	eV
charge	0
molar mass	175.4	g mol⁻¹
electronic energy	-3293.9544	hartree



Here is a cluster of 2 separate species, C2HClF2O2S in total from the Open Molecules 2025 dataset. Energies are from ωB97M-V/def2-TZVPD.

Geometry as XYZ:
```
9
Properties=species:S:1:pos:R:3:lowdin_charge:R:1
Cl -2.083 0.672 -0.574 0.73
S 3.346 1.117 -0.306 0.63
F -0.984 -1.727 -1.011 0.08
F -2.075 -1.539 0.902 0.00
O 0.032 -0.081 1.846 0.15
O 1.699 0.908 -0.599 -0.63
C -1.247 -0.832 -0.033 -0.79
C -0.029 -0.261 0.685 -0.17
H 1.341 1.743 -0.910 0.01
```

Values from the calculation:
maximum force	2.61	eV/A
LUMO level (alpha / beta)	-0.81 / -1.94	eV
ΔE to the lowest compared entry with this formula, charge and spin	0.7123	eV
charge	0
molar mass	162.5	g mol⁻¹
electronic energy	-1285.2542	hartree



Here is a cluster of 2 separate species, C5H8O5 in total from the Open Molecules 2025 dataset. Energies are from ωB97M-V/def2-TZVPD.

Geometry as XYZ:
```
18
Properties=species:S:1:pos:R:3:lowdin_charge:R:1
O 0.204 0.664 2.429 0.12
O 0.334 -0.280 -1.679 0.08
O 2.115 1.188 -0.211 0.13
O -0.327 -2.511 -0.232 -0.04
O 1.985 -0.897 0.605 0.13
C -0.695 -0.238 -1.046 -0.43
C -1.593 0.969 -1.016 0.00
C 1.835 0.287 0.717 -0.50
C 1.265 0.937 1.978 -0.15
C -1.152 -1.390 -0.170 -0.21
H 1.955 1.660 2.460 0.14
H -2.640 0.676 -1.078 0.09
H -1.258 -1.010 0.858 0.13
H -1.447 1.486 -0.072 0.08
H -1.341 1.641 -1.839 0.09
H 0.596 -2.227 -0.131 0.07
H 2.306 0.759 -1.067 0.14
H -2.143 -1.717 -0.506 0.14
```

Values from the calculation:
maximum force	1.50	eV/A
SMILES	O=CC(=O)O.CC(=O)CO
LUMO level	0.01	eV
ΔE to the lowest compared entry with this formula, charge and spin	1.3397	eV
charge	0
molar mass	148.1	g mol⁻¹
electronic energy	-571.5046	hartree



Here is the molecule C2H3NOS from the Open Molecules 2025 dataset. Energies are from ωB97M-V/def2-TZVPD.

Geometry as XYZ:
```
8
Properties=species:S:1:pos:R:3:lowdin_charge:R:1
S -1.949 -0.764 0.026 0.60
O 2.166 -0.642 0.051 0.12
N 0.285 0.448 -0.026 -0.06
C -0.971 0.549 -0.188 -0.72
C 1.054 -0.780 -0.165 -0.32
H 0.654 1.275 0.448 0.16
H 0.178 -1.678 -0.162 0.12
H -1.417 1.592 0.017 0.10
```

Values from the calculation:
maximum force	7.07	eV/A
SMILES	O=CNC=S
LUMO level	-0.19	eV
ΔE to the lowest compared entry with this formula, charge and spin	1.6588	eV
charge	0
molar mass	89.1	g mol⁻¹
electronic energy	-606.1264	hartree